(1)
104
Properties=species:S:1:pos:R:3:forces:R:3:mulliken_charge:R:1 method="wB97M-V/def2-TZVPD" relative_energy_ev=0.000 mol_weight_g_mol=911.62 e_homo_ev="-6.872 / -7.682" orbital_gap_ev="6.91 / 6.69" total_energy_ev=-85600.97978 spin_multiplicity=5 fmax_ev_per_a=0.52
Ir -0.33708 -0.27317 0.31532 0.1 -0.5 0.0 4.888
Cl -2.65373 -6.05850 4.61203 0.0 0.0 0.0 -0.245
C -2.04568 -4.96507 3.40245 0.0 0.0 0.0 0.096
C -2.01184 -5.37828 2.05707 0.0 0.0 0.0 -0.592
C -1.54662 -4.54281 1.08299 0.0 0.0 0.0 -0.574
C -1.07980 -3.22938 1.38446 0.1 0.0 0.0 -0.115
O -0.66395 -2.48694 0.42417 0.0 -0.1 -0.1 -0.667
C -1.10719 -2.84192 2.75467 0.0 0.1 0.0 1.352
C -0.62001 -1.58054 3.20227 0.0 -0.1 -0.1 -0.498
O -0.10613 -0.68190 2.52506 0.1 0.1 0.1 -0.717
C -1.60228 -3.72449 3.74277 0.0 0.0 0.0 -1.366
H -2.36529 -6.36970 1.80435 0.0 0.0 0.0 0.450
H -1.53014 -4.84934 0.04530 0.0 0.0 0.0 0.538
H -0.69571 -1.39790 4.28580 0.0 0.0 0.0 0.221
H -1.62023 -3.40311 4.77719 0.0 0.0 0.0 0.458
C 0.65857 -0.90037 -1.45492 -0.1 0.0 0.0 -0.948
Si 2.49164 -0.84153 -1.29432 0.0 0.1 -0.1 -1.167
C 2.71410 0.79550 -0.37278 0.2 0.0 0.0 -0.961
N 1.95664 0.74023 0.89236 0.0 0.1 0.0 0.979
C 2.75537 0.04023 1.93766 -0.1 0.0 0.0 -0.591
C 2.69281 0.73928 3.28558 0.0 0.0 0.0 -0.869
C 3.24037 2.16268 3.16966 0.0 0.0 0.0 -0.792
C 2.61844 2.90004 1.96298 0.0 0.0 0.0 -1.198
C 1.50268 2.06640 1.34489 0.1 0.1 0.0 -0.502
C 3.30108 -2.25627 -0.36977 0.0 0.0 -0.1 0.379
C 2.61118 -3.43116 -0.07057 0.0 0.0 0.1 -0.219
C 3.22788 -4.46794 0.62010 0.0 0.0 0.0 -0.595
C 4.55148 -4.34854 1.01485 0.0 0.0 0.0 -0.522
C 5.26229 -3.19454 0.70910 0.0 0.0 0.0 -0.835
C 4.64042 -2.16393 0.02158 0.0 0.0 0.0 -0.004
C 3.34769 -0.67430 -2.96480 0.0 0.0 0.0 0.613
C 3.12458 0.45688 -3.75607 0.0 0.0 0.0 -0.323
C 3.70920 0.59343 -5.00607 0.0 0.0 0.0 -0.762
C 4.53287 -0.41092 -5.49690 0.0 0.0 0.0 -0.454
C 4.76596 -1.54351 -4.73189 0.0 0.0 0.0 -0.725
C 4.17967 -1.66996 -3.47876 0.0 0.0 0.0 -0.413
H 0.21781 -1.83119 -1.81280 0.1 0.0 0.0 0.915
H 0.44793 -0.10184 -2.17126 0.0 0.0 -0.1 -0.603
H 2.27870 1.57770 -1.00110 -0.1 0.0 0.0 0.691
H 3.76544 1.06666 -0.20117 0.0 0.0 0.0 0.588
H 3.80205 0.01374 1.61444 0.0 0.0 0.0 0.512
H 2.42719 -0.99562 2.01196 0.0 -0.1 0.0 -0.004
H 3.28514 0.16358 3.99990 0.0 0.0 0.0 0.554
H 1.66702 0.73930 3.65736 0.0 0.0 0.0 0.125
H 4.32563 2.11131 3.05131 0.0 0.0 0.0 0.324
H 3.05553 2.70955 4.09561 0.0 0.0 0.0 0.405
H 3.37647 3.10956 1.20467 0.0 0.0 0.0 0.329
H 2.20746 3.86607 2.26282 0.0 0.0 0.0 0.398
H 1.04605 2.56164 0.48820 0.2 -0.1 0.0 0.543
H 0.71089 1.91691 2.08017 0.0 0.0 0.0 0.057
H 1.57273 -3.52678 -0.35998 -0.1 0.0 0.0 0.362
H 2.67062 -5.36734 0.85218 0.0 0.0 0.0 0.411
H 5.03254 -5.15382 1.55585 0.0 0.0 0.0 0.382
H 6.29924 -3.10062 1.00692 0.0 0.0 0.0 0.403
H 5.21149 -1.27108 -0.21577 0.0 0.0 0.0 0.453
H 2.47843 1.25040 -3.39109 0.0 0.0 0.0 0.358
H 3.52547 1.48154 -5.59832 0.0 0.0 0.0 0.416
H 4.99155 -0.30903 -6.47234 0.0 0.0 0.0 0.373
H 5.40662 -2.33011 -5.11054 0.0 0.0 0.0 0.400
H 4.37567 -2.55890 -2.88971 0.0 0.0 0.0 0.337
C -2.83651 2.99258 -2.20892 0.0 0.0 0.0 -0.747
P -1.12829 2.50520 -2.47347 0.0 0.1 0.0 1.452
C -0.30137 4.00333 -3.04552 -0.1 0.0 -0.1 -1.502
C -1.12022 1.38431 -3.88781 0.0 0.0 0.0 -1.178
O -0.44064 1.93334 -1.27292 0.0 0.1 -0.1 -1.660
H -3.26792 3.36538 -3.13879 0.0 0.0 0.0 0.563
H -2.87285 3.77592 -1.45061 0.0 0.0 0.0 0.265
H -3.42289 2.14796 -1.84408 0.0 0.0 0.0 -0.101
H -0.83880 4.45500 -3.88054 0.0 0.0 0.0 0.437
H 0.71376 3.76171 -3.36002 0.0 0.0 0.0 0.321
H -0.25549 4.71449 -2.22056 0.0 0.0 0.0 0.339
H -1.82264 1.70979 -4.65565 0.0 0.0 0.0 0.456
H -1.39278 0.38601 -3.54802 -0.1 0.0 0.0 0.170
H -0.11657 1.34235 -4.31274 0.0 0.0 0.0 0.342
C -1.38647 3.69964 1.26190 0.0 0.0 0.0 -0.854
C -2.49021 3.04139 2.08477 0.0 0.0 0.0 0.500
C -1.93074 2.17844 3.21556 0.0 0.0 0.0 -1.586
C -3.49429 2.32313 1.20109 0.0 0.0 0.0 0.333
C -4.70962 2.96831 0.99125 0.0 0.0 -0.1 -0.964
C -5.72685 2.40832 0.23999 0.0 0.0 0.0 -1.381
C -5.53447 1.14193 -0.28321 0.0 0.0 -0.1 -0.940
C -4.34348 0.44661 -0.10844 0.0 0.0 -0.1 0.544
C -4.29174 -0.97772 -0.63562 0.0 0.0 0.1 0.232
C -3.28410 -1.21091 -1.76019 0.0 0.1 0.0 -1.596
C -4.11444 -1.97607 0.50993 0.1 0.0 0.0 -1.456
C -3.28637 1.05427 0.61185 -0.3 -0.2 0.0 0.392
O -2.16882 0.35150 0.83417 0.1 0.3 0.1 -0.246
H -0.68878 4.23630 1.91074 0.0 0.0 0.0 0.484
H -1.81487 4.42400 0.56296 0.0 0.0 0.0 0.405
H -0.83705 2.96752 0.67657 -0.1 0.1 0.0 -0.310
H -3.05086 3.85385 2.55774 0.0 0.0 0.0 0.655
H -1.30626 1.37552 2.83377 0.0 0.0 0.0 0.050
H -2.74019 1.73016 3.79545 0.0 0.0 0.0 0.340
H -1.33026 2.79243 3.89202 0.0 0.0 0.0 0.469
H -4.85701 3.94076 1.44825 0.0 0.0 0.0 0.415
H -6.66280 2.93188 0.09678 0.0 0.0 0.0 0.385
H -6.33323 0.66309 -0.83887 0.0 0.0 0.0 0.434
H -5.27736 -1.15916 -1.07590 0.0 0.0 0.1 0.781
H -2.25875 -1.04846 -1.43293 0.1 0.0 0.0 -0.149
H -3.49335 -0.55045 -2.60517 0.0 0.0 0.0 0.439
H -3.35473 -2.24047 -2.11833 0.0 0.0 0.0 0.517
H -3.15057 -1.82801 0.99334 -0.1 0.0 0.0 0.041
H -4.16179 -3.00391 0.14373 0.0 0.0 0.0 0.436
H -4.89425 -1.84153 1.26131 0.0 0.0 0.0 0.424



(2)
78
Properties=species:S:1:pos:R:3:forces:R:3:mulliken_charge:R:1 method="wB97M-V/def2-TZVPD" relative_energy_ev=3.376 mol_weight_g_mol=400.59 e_homo_ev=-10.121 smiles=CCO.CCO.CCO.CCO.CCO.CCO.CCO.CCO.CO orbital_gap_ev=10.64 total_energy_ev=-36896.07468 fmax_ev_per_a=2.84
C 3.79382 -1.04507 1.93478 0.3 0.4 -1.1 -0.135
O 3.13507 -1.46954 3.07102 -0.9 -0.7 0.6 -0.541
H 3.18941 -0.57422 1.15948 -0.6 0.4 0.3 -0.193
H 4.55102 -0.30728 2.20014 0.6 -0.3 -0.3 0.257
H 4.13607 -1.91093 1.36797 0.7 -0.1 0.6 0.324
H 2.88708 -0.71695 3.61297 0.1 0.3 0.1 0.343
C -1.50029 1.65661 -3.68930 0.0 0.8 0.1 -1.496
C -1.17469 0.91629 -2.39679 -0.8 0.0 -1.2 0.570
O -0.37813 -0.14970 -2.82778 1.2 -0.4 -0.2 -0.699
H -1.93985 1.05880 -4.48773 -0.2 -0.3 0.4 0.345
H -0.58138 2.04695 -4.12672 0.2 0.0 0.1 0.388
H -2.13890 2.52177 -3.51097 -0.2 0.0 0.0 0.380
H -2.04368 0.46181 -1.92097 -0.3 0.4 0.2 -0.089
H -0.67232 1.58735 -1.70007 0.1 0.0 0.1 0.189
H -0.04560 -0.60291 -2.04956 -0.1 -0.3 0.4 0.206
C -3.24097 -2.64592 -2.71984 -2.1 -1.3 1.4 -0.703
C -2.23434 -3.23471 -3.63406 -1.2 0.0 -1.0 -0.525
O -0.99316 -2.76101 -3.25647 1.2 -0.3 -0.6 -0.426
H -3.17128 -3.14946 -1.75564 0.4 0.5 0.5 0.183
H -4.25664 -2.93932 -2.98520 -0.2 0.1 -0.5 0.473
H -3.28259 -1.56428 -2.59163 0.6 0.0 -0.2 0.131
H -2.56589 -2.95777 -4.63480 0.6 0.3 -0.6 0.358
H -2.21268 -4.32295 -3.69206 -0.1 -0.1 0.6 0.381
H -1.06261 -1.81572 -3.40883 0.7 0.7 0.3 0.325
C 2.97386 1.20238 -2.62947 0.2 0.5 -1.0 -0.626
C 3.82751 2.32373 -2.01262 -2.0 0.8 0.3 -0.293
O 4.89772 1.85875 -1.28501 1.5 -1.1 0.6 -0.534
H 2.03399 1.59179 -3.02075 -0.3 0.3 0.5 0.102
H 2.74196 0.40465 -1.92381 0.2 0.2 0.1 0.043
H 3.33539 0.75483 -3.55526 0.8 -0.2 0.2 0.413
H 3.16276 2.84072 -1.32058 -0.5 -0.1 0.4 0.181
H 4.13061 3.18711 -2.60490 0.1 -0.5 -1.2 0.383
H 5.18572 2.55759 -0.69318 0.1 -0.1 0.0 0.308
C 3.55824 2.43660 2.36005 -1.3 -0.4 0.2 -0.588
C 3.31408 2.56215 3.86523 -0.7 1.1 -1.2 -0.394
O 3.60857 1.35436 4.43500 0.9 -1.9 1.4 -0.513
H 2.88473 1.64556 2.03029 -0.1 -0.1 -0.1 0.061
H 4.54411 2.01526 2.16348 0.2 0.7 -0.1 0.287
H 3.23938 3.29999 1.77614 0.6 0.2 0.0 0.436
H 2.26212 2.65763 4.13420 -0.2 0.6 -0.5 0.104
H 3.84350 3.41133 4.29733 0.2 0.0 0.2 0.329
H 4.55975 1.22512 4.44738 0.1 -0.2 0.1 0.319
C 0.51475 -0.10258 0.90277 1.0 1.3 0.0 0.335
C -0.55407 -1.11631 0.91031 -0.2 -1.2 -0.8 -0.479
O -1.07159 -1.43376 -0.35520 -0.7 1.5 -1.6 -0.170
H 1.30868 -0.28445 0.17842 0.0 -0.3 0.0 -0.422
H 0.96060 -0.12953 1.89705 0.2 0.2 0.1 0.369
H 0.18761 0.92093 0.71977 -0.3 0.1 0.0 0.270
H -1.41153 -0.69475 1.43485 0.1 -0.6 0.9 -0.413
H -0.07431 -2.03232 1.25508 -0.6 -0.1 1.0 0.367
H -0.94926 -2.31334 -0.71985 0.3 -0.7 0.6 0.112
C 1.49114 -3.50794 -0.92415 1.5 1.6 -1.1 -0.420
C 0.61721 -4.67763 -0.72464 0.7 -0.3 1.9 -0.395
O -0.69086 -4.30949 -0.93105 -2.1 -0.1 -0.2 -0.514
H 1.31899 -3.12436 -1.92980 0.3 -0.1 -0.4 0.196
H 2.55935 -3.68086 -0.79333 0.1 -0.4 -0.2 0.489
H 1.32693 -2.61641 -0.31890 -0.6 -0.4 0.5 -0.218
H 0.65148 -4.91256 0.33919 0.1 -0.5 0.1 0.281
H 0.93223 -5.56464 -1.27426 0.0 0.0 -0.3 0.351
H -0.87735 -4.17936 -1.86372 0.3 0.2 -0.2 0.133
C -4.73021 1.85868 -0.91944 -0.5 0.9 0.7 -0.772
C -4.58004 1.47234 0.53789 0.0 -0.1 -0.1 -0.066
O -4.46926 0.07186 0.60566 0.2 -0.8 0.6 -0.551
H -4.72968 2.94689 -0.98205 0.2 0.1 -0.3 0.365
H -5.72609 1.54587 -1.23327 0.2 -0.3 -0.4 0.268
H -3.93663 1.43847 -1.53731 -0.2 0.0 0.0 0.121
H -5.45360 1.72507 1.13881 -0.2 0.1 -0.2 0.357
H -3.75183 1.95412 1.05757 0.3 0.1 -0.2 0.019
H -3.58203 -0.16263 0.32384 0.1 -0.3 -0.1 0.263
C -1.20816 2.39394 3.75577 0.6 -0.1 -0.3 -0.749
C -2.13467 1.24791 4.02896 0.1 -0.2 0.4 0.220
O -3.46058 1.64762 3.81088 -0.8 0.7 -0.1 -0.558
H -0.18903 2.01831 3.66419 0.1 -0.2 -0.3 0.022
H -1.10202 3.12260 4.55944 -0.7 0.2 -0.2 0.355
H -1.52306 2.79310 2.79161 0.2 0.6 0.1 0.240
H -2.01557 0.94524 5.06931 0.1 -0.5 0.0 0.346
H -1.91024 0.44664 3.32492 0.3 -0.3 0.2 -0.129
H -4.03880 0.88195 3.77924 0.0 -0.1 0.0 0.318



(3)
90
Properties=species:S:1:pos:R:3:forces:R:3:mulliken_charge:R:1 method="wB97M-V/def2-TZVPD" mol_weight_g_mol=652.54 e_homo_ev=-2.240 orbital_gap_ev=4.19 total_charge=-1 total_energy_ev=-83333.16290 fmax_ev_per_a=3.74
O 0.69008 0.01753 2.47978 0.1 0.1 0.7 -0.504
C 1.15974 -0.05467 3.59801 -0.2 0.1 -0.8 0.416
O 0.50292 -0.78499 4.56431 0.5 0.2 0.1 -0.422
C 2.45013 0.63334 3.96542 -0.2 0.1 0.3 -0.509
C 2.81287 0.68279 5.46792 0.7 -0.2 -0.2 -0.561
N 3.18681 -0.57102 6.03336 -0.3 0.0 0.2 -0.628
F 4.61231 -0.69368 5.47704 0.1 -0.1 -0.2 -0.365
H -0.26302 -0.29763 4.87590 -0.3 0.0 -0.1 0.316
H 3.26988 0.13342 3.44642 0.0 -0.1 0.0 0.074
H 2.38969 1.64038 3.52882 -0.1 -0.1 -0.1 0.495
H 3.66952 1.38312 5.53314 -0.2 0.2 0.0 0.388
H 2.00856 1.13207 6.06635 -0.2 -0.2 -0.1 0.367
O -2.58593 -2.36603 -1.11955 -1.5 0.4 -0.7 -0.778
P -1.92781 -1.64219 -2.21063 3.5 -0.1 1.0 0.937
O -1.27110 -2.62595 -3.28683 -0.6 0.1 -0.3 -0.301
C -2.08396 -3.59858 -3.94793 -0.1 -0.2 -0.1 -0.359
C -3.01818 -2.97975 -4.97072 0.0 0.1 0.1 -0.952
O -0.59938 -0.95485 -1.65259 -0.3 0.2 -0.2 -0.211
C -0.26836 -0.90350 -0.24786 0.3 -0.1 0.3 -0.250
C 0.74669 -1.97398 0.07976 0.0 -0.1 -0.2 -1.066
O -2.45019 -0.46072 -3.12114 -1.1 -0.3 0.0 -0.293
C -2.19333 0.93021 -2.85164 -0.2 0.3 0.0 -0.017
C -1.02322 1.40799 -3.67814 0.1 -0.1 -0.1 -1.163
H -2.64400 -4.17260 -3.20525 0.0 0.0 0.0 0.306
H -1.39038 -4.27975 -4.44038 0.1 0.0 0.1 0.302
H -3.77567 -2.36000 -4.48841 0.0 0.0 0.0 0.244
H -3.52673 -3.75987 -5.53904 0.0 0.0 0.0 0.406
H -2.46255 -2.34069 -5.65771 0.0 -0.1 0.0 0.248
H -1.15783 -0.99390 0.37291 -0.1 -0.1 -0.2 0.330
H 0.15087 0.08505 -0.06543 0.0 0.0 -0.1 0.287
H 0.37458 -2.95655 -0.21699 -0.1 0.0 0.1 0.283
H 0.96333 -1.97924 1.14487 0.0 0.0 0.0 0.243
H 1.67524 -1.79678 -0.46595 0.0 0.0 0.0 0.319
H -2.04284 1.10101 -1.78658 0.1 -0.2 0.0 0.178
H -3.09424 1.47227 -3.14189 -0.1 -0.1 0.0 0.329
H -0.13678 0.80542 -3.48770 0.0 0.0 0.1 0.316
H -0.80144 2.45070 -3.44573 0.0 0.0 0.0 0.359
H -1.25464 1.32710 -4.74154 0.0 0.1 0.0 0.309
O -5.87780 3.71940 -2.03929 -1.6 -0.2 0.2 -0.718
P -5.99822 5.07976 -1.50882 3.4 1.0 0.2 0.871
O -5.86927 6.19842 -2.63573 -0.7 -0.1 0.0 -0.303
C -6.77007 6.19714 -3.75134 -0.1 0.0 -0.3 -0.336
C -8.16972 6.63606 -3.36831 0.0 -0.1 0.2 -0.963
O -4.65897 5.41380 -0.68189 -0.4 0.1 0.1 -0.240
C -3.67769 4.41401 -0.39250 0.3 -0.2 0.1 -0.404
C -2.51429 4.50696 -1.35229 0.0 0.2 -0.2 -1.067
O -7.05632 5.70823 -0.52629 -0.8 -0.6 -0.3 -0.291
C -6.90001 5.79833 0.90435 -0.1 -0.1 0.2 -0.204
C -6.40175 7.17187 1.28328 0.0 0.2 -0.1 -1.081
H -6.78252 5.20486 -4.20852 0.0 0.0 0.1 0.285
H -6.34471 6.89104 -4.47509 0.1 0.0 0.1 0.310
H -8.64506 5.90797 -2.70902 0.0 0.0 0.0 0.256
H -8.78848 6.74315 -4.25980 0.0 0.0 0.0 0.406
H -8.13986 7.58774 -2.83705 0.0 0.0 -0.1 0.249
H -4.11999 3.41808 -0.40964 -0.1 0.1 -0.1 0.382
H -3.33925 4.59961 0.62897 0.0 0.1 0.0 0.334
H -2.85510 4.44068 -2.38681 -0.1 -0.1 0.0 0.262
H -1.79951 3.70435 -1.16445 0.0 0.0 0.0 0.322
H -2.00039 5.46319 -1.24399 0.0 0.0 0.1 0.337
H -6.25021 5.00798 1.27693 0.1 0.0 -0.1 0.292
H -7.88991 5.62856 1.32719 0.0 -0.1 -0.1 0.345
H -5.46591 7.40353 0.77799 0.1 -0.1 0.0 0.278
H -6.24623 7.22791 2.36132 0.0 0.0 0.0 0.380
H -7.12940 7.93152 0.99438 0.0 0.0 0.0 0.301
O 6.02314 -2.52984 0.82957 1.6 0.0 -0.8 -0.754
P 6.20656 -3.93916 1.18444 -2.9 -0.6 2.2 0.885
O 5.28306 -4.91307 0.31315 0.6 0.0 -0.4 -0.302
C 5.37029 -4.88730 -1.11272 -0.1 0.0 -0.3 -0.332
C 6.65087 -5.51562 -1.63041 0.1 0.0 0.1 -0.984
O 5.57265 -4.20997 2.62049 0.4 -0.2 -0.1 -0.176
C 5.09610 -3.15286 3.48923 -0.3 0.3 0.4 -0.416
C 3.59469 -3.02700 3.42715 -0.1 -0.1 -0.2 -0.706
O 7.52893 -4.79811 1.33622 0.6 0.6 -0.8 -0.288
C 8.19701 -5.02319 2.58937 0.2 0.0 0.1 -0.207
C 7.79090 -6.36197 3.15814 -0.1 -0.1 -0.1 -1.088
H 5.27013 -3.85801 -1.46655 0.0 0.0 0.1 0.297
H 4.50781 -5.44739 -1.47315 0.0 0.0 0.1 0.303
H 7.52209 -4.92054 -1.35186 0.0 0.0 0.0 0.257
H 6.62232 -5.59053 -2.71853 0.0 0.0 0.0 0.403
H 6.78617 -6.51120 -1.20624 0.0 0.0 0.0 0.249
H 5.58318 -2.20882 3.25432 0.0 0.0 -0.2 0.336
H 5.39956 -3.42676 4.49986 0.1 -0.1 -0.1 0.311
H 3.26186 -2.87031 2.39774 0.1 0.1 0.0 0.131
H 3.26856 -2.19293 4.05409 0.1 -0.1 0.1 0.108
H 3.11973 -3.94173 3.78811 0.0 0.0 0.0 0.293
H 8.00659 -4.20945 3.28747 -0.2 0.0 0.0 0.303
H 9.26538 -5.01850 2.36890 0.0 0.1 -0.1 0.345
H 6.71084 -6.42193 3.27854 0.0 0.1 0.1 0.276
H 8.26572 -6.51658 4.12823 0.0 0.0 0.0 0.377
H 8.09485 -7.16688 2.48650 0.1 0.0 0.0 0.300



(4)
19
Properties=species:S:1:pos:R:3:forces:R:3:mulliken_charge:R:1 method="wB97M-V/def2-TZVPD" relative_energy_ev=5.921 mol_weight_g_mol=153.27 e_homo_ev=-8.536 orbital_gap_ev=8.44 total_energy_ev=-29529.43918 fmax_ev_per_a=4.42
C 1.62512 0.38047 2.33231 0.8 -2.5 0.6 -0.946
C -2.66882 0.20870 -1.13379 2.6 1.1 -2.5 -1.024
C 1.07860 0.61292 0.90002 -1.9 1.3 2.0 -0.300
C -1.36904 0.85385 -0.63673 0.9 -4.2 0.9 -0.877
N 2.49899 -1.09956 -1.67747 1.0 1.2 0.1 -0.345
O -0.35318 -1.57546 0.06060 0.2 -1.9 -0.9 -0.566
S 1.63548 -2.23834 -1.46070 -1.3 -1.5 -2.0 0.231
S -0.53559 -0.30835 0.74889 -1.0 3.5 -0.1 0.329
H 1.05794 -0.50256 2.80411 0.8 1.1 -0.6 0.240
H 2.70951 -0.01929 2.22161 -1.7 1.0 0.5 0.275
H 1.54362 1.16724 3.10889 0.2 -0.1 -1.0 0.290
H -2.54019 -0.86491 -1.33855 -0.1 0.5 0.1 0.304
H -3.30922 0.41515 -0.35300 -2.2 0.1 1.2 0.332
H -2.90875 0.76694 -2.11336 -0.2 -1.0 1.6 0.302
H 1.79879 0.28130 0.21095 0.6 -0.3 -1.3 0.307
H 0.76897 1.68360 0.76815 0.5 -0.9 -0.2 0.290
H -1.38290 1.81615 -0.33412 -1.0 3.1 1.8 0.603
H -0.54432 0.93493 -1.26637 1.3 -0.7 -2.0 0.472
H 0.89499 -2.51279 -2.84146 0.6 0.1 1.7 0.082